1.
Density functional theory data (the ωB97M-V functional and the def2-TZVPD basis) for the molecule C20H20N2O6S in a non-equilibrium geometry.

XYZ file:
```
49
Properties=species:S:1:pos:R:3
C -3.6763 -1.9020 -3.9970
C -2.8855 -0.7634 -3.5402
O -1.3490 -1.1140 -3.0361
C -1.4665 -1.6415 -1.6516
O -2.4668 -1.6547 -0.8581
C -0.0031 -2.3140 -1.4193
C 0.2568 -2.3672 0.0881
C -0.6104 -2.8317 0.9671
S -0.0437 -2.8179 2.6906
C 1.4411 -1.9146 1.9172
N 2.3557 -1.3463 2.5839
C 2.5924 -0.4384 3.5419
O 3.4982 0.0008 4.1993
C 1.2086 0.4227 4.0330
C 0.6853 -0.3969 5.3812
O 0.0257 0.1941 3.2023
C 0.1477 0.9261 2.0876
C -0.8379 0.8289 1.1734
C -0.8148 1.1110 -0.2063
C 0.4851 2.1058 -0.6894
C 0.6777 2.4511 -1.9892
C -0.7271 2.4459 -2.8668
C 1.6532 3.1348 -2.2617
C 2.8640 3.4256 -1.3123
O 3.8531 3.9726 -1.4856
O 2.4394 2.6252 -0.0298
C 1.4151 2.0896 0.1952
C 1.4931 1.3026 1.4976
N 1.4570 -1.6049 0.4556
H -4.5406 -1.4792 -4.4921
H -3.0205 -2.2821 -4.9001
H -3.7915 -2.8089 -3.2524
H -2.7098 -0.1102 -4.2971
H -3.3773 -0.3099 -2.6446
H 0.7083 -1.6685 -1.7894
H -0.0334 -3.1720 -2.0004
H -1.4856 -3.2349 0.9012
H 3.3938 -1.4608 2.2717
H 1.3351 1.2906 4.5471
H 0.3916 -1.6328 4.9862
H -0.2765 0.0336 5.8087
H 1.5798 -0.5259 6.0800
H -1.7289 0.2693 1.3871
H -1.6014 1.0166 -0.8688
H -0.7069 1.2282 -3.1279
H -0.3259 2.7387 -3.7441
H -1.5728 2.9042 -2.6492
H 1.9916 3.4902 -3.3151
H 2.1033 1.7844 2.4287
```

**SMILES string**: CCOC(=O)Cc1csc(NC(=O)[C@H](C)Oc2ccc3c(C)cc(=O)oc3c2)n1
**E**: -1732.75477 hartree
**Relative energy (zero: lowest compared OMol25 entry of this formula, charge and spin)**: 361.5 kcal per mole
**LUMO energy**: -0.3 eV
**Kohn-Sham gap**: 7.9 eV
**Highest occupied orbital energy**: -8.2 eV

2.
Density functional theory data (the ωB97M-V functional and the def2-TZVPD basis) for a structure of composition C20H20N2Pt in a non-equilibrium geometry.

XYZ file:
```
43
Properties=species:S:1:pos:R:3
C 0.7375 -0.9156 -2.0752
C 1.5184 -1.5636 -1.0794
C 2.3427 -0.5861 -0.4470
C 2.0576 0.6716 -1.0456
C 1.0599 0.4716 -2.0470
Pt 0.0000 0.0000 0.0000
C -0.3065 -1.8332 1.6061
C -1.2129 -2.1525 0.6741
C -2.0922 -2.7275 -0.1210
N -1.6317 0.3101 -0.4054
H 3.0533 -0.7680 0.3620
H 1.4904 -2.6307 -0.8469
H 2.5023 1.6301 -0.7735
H 0.6148 1.2454 -2.6741
H -0.0038 -1.3885 -2.7209
H 0.7147 -2.2316 1.5639
H -2.5780 0.3889 -0.7973
H -0.5827 -1.2403 2.4852
H -2.4983 -3.7120 0.1510
H -2.4329 -2.2585 -1.0475
C -2.3597 4.8398 0.7416
C -1.4063 4.2182 -0.0620
C -0.9171 2.9574 0.2838
C -1.3668 2.2922 1.4415
C -2.3369 2.9337 2.2420
C -2.8257 4.1976 1.8894
N -0.8024 0.9990 1.7372
C -0.0600 0.9172 2.9679
C 1.3147 0.6412 2.8864
C 2.1073 0.5808 4.0341
C 1.5343 0.7878 5.2880
C 0.1674 1.0484 5.3926
C -0.6292 1.1141 4.2440
H -2.7393 5.8171 0.4730
H -1.0429 4.7133 -0.9536
H -0.1697 2.5007 -0.3501
H -2.7532 2.4815 3.1187
H -3.5727 4.6794 2.5069
H 1.7749 0.4949 1.9244
H 3.1673 0.3796 3.9491
H 2.1483 0.7437 6.1783
H -0.2776 1.1997 6.3680
H -1.6758 1.2928 4.3874
```

**E**: -1002.57282 hartree
**LUMO energy (alpha / beta)**: 0.4 / -0.8 eV
**Multiplicity**: 5
**Kohn-Sham gap (alpha / beta)**: 6.4 / 6.3 eV
**Highest occupied orbital energy (alpha / beta)**: -5.9 / -7.1 eV
**<S²>**: 6.0219

3.
Density functional theory data (the ωB97M-V functional and the def2-TZVPD basis) for a structure of composition C20H20N3O6S2Y in a non-equilibrium geometry.

XYZ file:
```
52
Properties=species:S:1:pos:R:3
Y 0.2960 -0.2983 0.4507
C 4.7374 2.1816 6.0057
C 4.4316 1.6121 4.6504
C 5.3214 1.7567 3.5898
C 5.0431 1.2181 2.3424
C 3.8585 0.5279 2.1553
C 2.9611 0.3594 3.2024
C 3.2479 0.9024 4.4393
S 3.4660 -0.1285 0.5610
O 4.6392 -0.0958 -0.2514
O 2.7736 -1.4029 0.7776
N 2.2396 0.7400 0.0003
C 2.0019 2.0869 0.1012
C 2.9160 3.1354 0.0312
C 2.4253 4.4215 0.1467
C 1.0597 4.6362 0.3101
C 0.2246 3.5383 0.3659
N 0.6809 2.2890 0.2794
H 5.6766 2.7310 6.0033
H 4.8092 1.3879 6.7504
H 3.9421 2.8572 6.3232
H 6.2512 2.2901 3.7413
H 5.7384 1.3116 1.5186
H 2.0721 -0.2472 3.0664
H 2.5574 0.7556 5.2608
H 3.9651 2.9276 -0.1274
H 3.1022 5.2644 0.0971
H 0.6559 5.6343 0.3923
H -0.8451 3.6508 0.4960
C -3.2368 0.9476 0.0068
C -1.9549 0.1732 0.0366
O -1.8993 -0.9446 -0.5039
H -4.0877 0.3212 -0.2650
H -3.1216 1.7396 -0.7399
H -3.4017 1.4329 0.9686
N 0.3720 -2.6587 -0.0625
C -0.3200 -3.1943 1.0971
C -0.3038 -2.4885 2.2979
C -0.9215 -2.9932 3.4293
C -1.5745 -4.2108 3.3538
C -1.6085 -4.9170 2.1620
C -0.9739 -4.4121 1.0335
S -2.3632 -4.8081 4.8769
O -1.2171 -5.0039 5.7469
O -3.0521 -6.0129 4.4672
O -3.2124 -3.6884 5.2395
H -0.0445 -3.0241 -0.9124
H 1.3467 -2.9538 -0.0411
H 0.2356 -1.5413 2.4490
H -0.9149 -2.4585 4.3698
H -2.1334 -5.8632 2.1398
H -0.9916 -4.9604 0.0980
```

**E**: -2224.56755 hartree
**Relative energy (zero: lowest compared OMol25 entry of this formula, charge and spin)**: 34.4 kcal per mole
**LUMO energy**: -1.3 eV
**Kohn-Sham gap**: 6.4 eV
**Highest occupied orbital energy**: -7.7 eV

4.
Density functional theory data (the ωB97M-V functional and the def2-TZVPD basis) for the molecule C20H20N4O2S in a non-equilibrium geometry.

XYZ file:
```
47
Properties=species:S:1:pos:R:3
C 6.2470 1.4519 2.2881
C 6.2626 0.0369 2.5003
N 5.0031 -0.6871 2.1682
C 4.7234 -2.0524 2.4564
O 5.6154 -2.7465 2.9619
N 3.6443 -2.6981 1.9118
C 2.7459 -2.2451 0.9910
C 1.4353 -2.7416 1.1302
C 0.4459 -2.1387 0.4339
C 0.5933 -1.0860 -0.5385
C -0.5603 -0.5039 -1.2359
N -1.8181 -0.4005 -0.7069
C -2.7261 0.5224 -1.1336
C -4.1492 0.4433 -0.6299
C -5.1440 0.1033 -1.5047
C -6.5931 0.0274 -0.9467
O -6.7450 0.3913 0.4632
C -5.7814 1.4039 0.9193
C -4.4152 0.6910 0.8613
C -2.4241 1.3227 -2.1790
S -3.3944 2.5237 -3.1574
C -2.0781 2.7587 -4.2906
C -1.0435 1.9357 -3.9210
C -1.3314 0.9989 -2.8053
N -0.3465 0.2077 -2.3695
C 1.9688 -0.8053 -0.7466
C 3.0582 -1.2650 0.0093
H 5.5547 1.9417 2.9832
H 7.2674 1.8494 2.5209
H 5.9515 1.7515 1.2961
H 6.5539 0.0098 3.5293
H 7.0489 -0.4900 1.9226
H 4.2428 -0.0628 1.8685
H 3.7592 -3.7105 2.0690
H 1.3915 -3.6190 1.8346
H -0.4876 -2.5401 0.4346
H -4.8573 -0.1257 -2.5757
H -7.2460 0.6060 -1.5507
H -6.9679 -0.9282 -0.9536
H -5.6911 2.2781 0.2145
H -6.0370 1.8517 1.9512
H -4.2239 -0.1833 1.3745
H -3.5816 1.2871 1.2223
H -2.0225 3.5391 -5.0261
H 0.0097 1.9003 -4.3606
H 2.0850 0.0389 -1.4857
H 4.0576 -0.8429 -0.1984
```

**SMILES string**: CCNC(=O)Nc1ccc(-c2nc(C3=CCOCC3)c3sccc3n2)cc1
**E**: -1541.71401 hartree
**Relative energy (zero: lowest compared OMol25 entry of this formula, charge and spin)**: 111.0 kcal per mole
**LUMO energy**: 0.0 eV
**Kohn-Sham gap**: 8.3 eV
**Highest occupied orbital energy**: -8.4 eV

5.
Density functional theory data (the ωB97M-V functional and the def2-TZVPD basis) for a structure of composition C20H20N4O3 in a non-equilibrium geometry.

XYZ file:
```
47
Properties=species:S:1:pos:R:3
O 1.0386 0.3610 2.7969
C 1.1294 1.0047 1.6298
N 2.2215 0.9365 0.8619
C 2.4704 1.3767 -0.4534
H 3.6443 1.8493 -0.6655
C 2.2802 0.1247 -1.2854
N 2.4608 -1.1164 -0.4045
C 3.6488 -1.0793 0.0299
C 3.4691 -0.1068 1.2109
H 4.3552 0.5295 1.5153
H 2.9858 -0.7493 2.1626
H 3.8464 -2.1880 0.4317
H 4.6054 -0.6239 -0.5274
C 2.1255 -2.3582 -1.4054
C 2.0650 -3.4896 -0.6361
C 2.4976 -4.8136 -0.7758
C 2.3249 -5.7457 -0.0072
C 1.6188 -5.7450 1.1904
C 1.0018 -4.4812 1.3764
C 1.2739 -3.4634 0.7765
H 1.0378 -2.4343 0.9137
H 0.5622 -4.5620 2.5479
H 1.3359 -6.6937 1.7309
H 2.5791 -6.9456 -0.2726
H 2.9752 -4.9426 -2.1326
H 2.9958 -2.4318 -2.1135
H 1.4326 -2.0428 -1.9659
H 1.0521 0.0713 -1.8268
H 2.9174 0.1137 -2.1200
H 1.7551 2.1615 -0.5493
C 0.0297 1.6039 0.9493
C -0.8128 0.9836 0.2483
C -2.0443 1.6408 -0.1625
C -1.9918 3.1065 0.0416
C -1.0443 3.7389 0.7418
C -0.1954 2.9260 1.1779
H 0.7769 3.6111 1.6042
H -1.3038 4.7269 1.0908
N -3.2221 3.6307 -0.5156
C -4.2560 2.9007 -1.1601
O -5.2008 3.8157 -1.4804
C -4.1368 1.3925 -1.1943
O -4.8430 0.8825 -1.9463
N -2.8753 1.0525 -0.7763
H -2.8644 -0.1119 -1.0439
H -3.3395 4.8360 -0.3862
H -0.8137 0.0250 0.2941
```

**E**: -1218.26075 hartree
**Relative energy (zero: lowest compared OMol25 entry of this formula, charge and spin)**: 435.0 kcal per mole
**LUMO energy**: -0.3 eV
**Kohn-Sham gap**: 7.8 eV
**Highest occupied orbital energy**: -8.1 eV

6.
Density functional theory data (the ωB97M-V functional and the def2-TZVPD basis) for the molecule C20H20N4O6S in a non-equilibrium geometry.

XYZ file:
```
51
Properties=species:S:1:pos:R:3
C 2.2490 4.2534 1.1645
O 3.1460 3.1728 1.3072
C 2.9854 2.0158 0.6180
C 4.0063 1.0944 0.8414
C 4.0282 -0.1545 0.2372
O 4.9599 -1.1062 0.4705
C 6.0578 -0.7928 1.2941
C 2.9865 -0.4857 -0.6395
C 2.9947 -1.7772 -1.3718
O 3.9394 -2.2039 -1.9939
N 1.8001 -2.4701 -1.3987
C 0.6217 -2.2509 -0.6994
C 0.6205 -1.7476 0.6051
C -0.5770 -1.4874 1.2418
C -1.7670 -1.7487 0.5902
S -3.2888 -1.3235 1.3979
O -4.4139 -1.8458 0.6902
O -3.1938 -1.5503 2.8068
N -3.2793 0.3821 1.2655
C -3.4923 0.9800 0.0652
N -3.1936 0.2619 -1.0158
C -3.4107 0.8342 -2.1859
C -3.9029 2.1253 -2.3061
C -4.1408 2.7940 -1.1135
N -3.9407 2.2355 0.0657
C -1.7891 -2.3066 -0.6726
C -0.5947 -2.5633 -1.3153
C 1.9723 0.4367 -0.8743
C 1.9325 1.6733 -0.2518
O 0.9076 2.5719 -0.4432
C -0.2204 2.1539 -1.1676
H 2.1878 4.5918 0.1289
H 1.2492 3.9989 1.5206
H 2.6656 5.0475 1.7840
H 4.7828 1.4061 1.5199
H 5.7415 -0.5759 2.3196
H 6.6256 0.0550 0.9000
H 6.6864 -1.6815 1.2897
H 1.7820 -3.2116 -2.0893
H 1.5556 -1.5645 1.1082
H -0.6053 -1.0966 2.2461
H -3.5622 0.9067 2.0791
H -3.1722 0.2278 -3.0502
H -4.0851 2.5819 -3.2636
H -4.5085 3.8120 -1.0897
H -2.7420 -2.5118 -1.1305
H -0.5918 -2.9917 -2.3068
H 1.1983 0.1717 -1.5757
H -0.6573 1.2402 -0.7502
H 0.0118 1.9960 -2.2263
H -0.9386 2.9686 -1.0795
```

**SMILES string**: COc1cc(OC)c(C(=O)Nc2ccc(S(=O)(=O)Nc3ncccn3)cc2)cc1OC
**E**: -1842.76118 hartree
**Relative energy (zero: lowest compared OMol25 entry of this formula, charge and spin)**: 43.0 kcal per mole
**LUMO energy**: 0.4 eV
**Kohn-Sham gap**: 8.4 eV
**Highest occupied orbital energy**: -8.1 eV

7.
Density functional theory data (the ωB97M-V functional and the def2-TZVPD basis) for a cluster of 3 separate species, C20H20N4O9 in total.

XYZ file:
```
53
Properties=species:S:1:pos:R:3
C 0.3126 3.5295 4.1430
C -0.1211 2.5560 3.3523
C -0.6884 2.8048 1.9914
N 0.0632 2.1121 0.9201
C -0.1674 2.6364 -0.4328
C 0.6765 3.8099 -0.8815
O 0.3331 4.9894 -0.1379
C 1.3479 5.5406 0.5795
O 2.3461 5.9698 0.0955
C 1.4205 1.8915 1.2051
O 2.2754 2.6881 1.4455
O 1.6393 0.5458 1.1257
N 2.8963 0.1780 1.7053
C 3.6337 -0.3527 0.8715
O 4.3531 -0.8393 0.1082
H 0.1385 4.5663 3.8746
H 0.8421 3.3299 5.0639
H -0.0606 1.5285 3.7013
H -0.7737 3.8783 1.8141
H -1.7025 2.3942 1.9509
H -1.2157 2.9414 -0.4518
H -0.0747 1.8321 -1.1675
H 0.4772 3.9911 -1.9396
H 1.7468 3.6219 -0.7951
H 1.1461 5.5614 1.6566
O 0.2979 -2.7522 -4.8364
N -0.0198 -3.6847 -4.1288
O -0.8257 -4.5422 -4.4321
C 0.6020 -3.7775 -2.7969
C 1.4714 -2.7815 -2.3936
C 2.0183 -2.8491 -1.1223
C 1.7131 -3.9125 -0.2856
C 0.8450 -4.9076 -0.7119
C 0.2779 -4.8411 -1.9746
H 1.6990 -1.9590 -3.0552
H 2.6574 -2.0575 -0.7656
H 2.1344 -3.9542 0.7100
H 0.5953 -5.7282 -0.0534
H -0.4109 -5.6064 -2.3006
O -1.4905 -0.2005 2.6049
N -1.2142 -1.1175 1.8592
O -0.3389 -1.9345 2.0626
C -1.9916 -1.2453 0.6120
C -2.9679 -0.3080 0.3296
C -3.6739 -0.4244 -0.8582
C -3.3979 -1.4635 -1.7391
C -2.4175 -2.3959 -1.4278
C -1.7074 -2.2909 -0.2442
H -3.1682 0.4955 1.0223
H -4.4382 0.3020 -1.0981
H -3.9450 -1.5447 -2.6689
H -2.2022 -3.2084 -2.1091
H -0.9461 -3.0151 0.0034
```

**SMILES string**: C=CCN(CCOC=O)C(=O)ON=C=O.O=[N+]([O-])c1ccccc1.O=[N+]([O-])c1ccccc1
**E**: -1670.01433 hartree
**LUMO energy**: -0.7 eV
**Kohn-Sham gap**: 8.8 eV
**Highest occupied orbital energy**: -9.5 eV

8.
Density functional theory data (the ωB97M-V functional and the def2-TZVPD basis) for the molecule C20H20N4OS.

XYZ file:
```
46
Properties=species:S:1:pos:R:3
C 3.8860 0.6227 -3.9462
C 2.6659 -0.0418 -3.3933
C 1.9502 0.5660 -2.3378
C 0.8266 -0.0453 -1.8372
C 0.0515 0.5837 -0.7386
O -1.1658 0.6279 -0.6612
N 0.8234 1.1855 0.2046
N 0.1830 1.6667 1.3432
C 0.7949 1.5123 2.5432
S 2.4303 1.2303 2.6251
N 0.0655 1.6512 3.6649
C -1.3831 1.7965 3.7585
C -1.7908 3.2432 3.4734
C -2.0623 0.7531 2.8862
C -1.6201 -0.5653 2.9768
C -2.1671 -1.5508 2.1778
C -3.1776 -1.2377 1.2837
C -3.6394 0.0625 1.2019
C -3.0861 1.0537 1.9954
C 0.4123 -1.2853 -2.3963
C -0.7103 -2.0152 -1.9600
C -1.0312 -3.2063 -2.5516
C -0.2478 -3.7233 -3.5948
C 0.8518 -3.0429 -4.0371
C 1.2108 -1.8119 -3.4505
N 2.3049 -1.1809 -3.9189
H 3.6321 1.6042 -4.3433
H 4.3064 0.0116 -4.7388
H 4.6286 0.7581 -3.1616
H 2.2818 1.5188 -1.9528
H 1.8099 0.9891 0.3748
H -0.8279 1.5383 1.2534
H 0.6070 1.6807 4.5146
H -1.6351 1.5697 4.8027
H -1.5849 3.5125 2.4408
H -2.8471 3.3883 3.6816
H -1.2215 3.9089 4.1186
H -0.8282 -0.8142 3.6691
H -1.7997 -2.5637 2.2507
H -3.6007 -2.0048 0.6529
H -4.4242 0.3156 0.5063
H -3.4545 2.0630 1.9031
H -1.3197 -1.6146 -1.1648
H -1.8958 -3.7600 -2.2158
H -0.5216 -4.6663 -4.0450
H 1.4727 -3.4196 -4.8345
```

**SMILES string**: Cc1cc(C(=O)NNC(=S)N[C@@H](C)c2ccccc2)c2ccccc2n1
**E**: -1466.61173 hartree
**Relative energy (zero: lowest compared OMol25 entry of this formula, charge and spin)**: 0.0 kcal per mole
**LUMO energy**: 0.0 eV
**Kohn-Sham gap**: 8.5 eV
**Highest occupied orbital energy**: -8.5 eV